1.
Density functional theory data (ωB97M-V/def2-TZVPD) for one molecule with the formula C4H7NO in a non-equilibrium geometry.

The highest occupied orbital energy is -9.80 eV. As for the net charge: 0. The HOMO-LUMO gap is 10.86 eV. The value obtained for the calculated total energy is -7797.7709 eV. The value obtained for the lowest unoccupied orbital energy is 1.059 eV. The structure (SMILES) is C[C@H]1CN=CO1.

Last column: Löwdin charge in e.
Positions of all 13 atoms, in Å:
C  -0.485  0.194  -1.570  -0.0482
C  0.357  0.554  -0.322  -0.3072
C  -0.354  0.534  1.190  -0.1380
N  -0.169  -0.836  1.603  0.0229
C  0.728  -1.367  0.910  -0.1463
O  1.340  -0.486  -0.120  -0.0984
H  -0.085  0.559  -2.531  0.0774
H  -0.539  -0.896  -1.664  0.0777
H  -1.495  0.597  -1.469  0.0720
H  0.783  1.563  -0.417  0.1290
H  0.268  1.159  1.861  0.1113
H  -1.406  0.818  1.401  0.1101
H  1.071  -2.399  1.150  0.1376

***

2.
Density functional theory data (ωB97M-V/def2-TZVPD) for a 2-piece molecular cluster, C11H24BO4 overall.

The highest occupied orbital energy is -4.53 eV. As for the net charge: -1. The HOMO-LUMO gap is 7.49 eV. The value obtained for the calculated total energy is -20662.7134 eV. The value obtained for the lowest unoccupied orbital energy is 2.966 eV.

Last column: Löwdin charge in e.
Positions of all 40 atoms, in Å:
O  -0.236  -1.718  -0.716  0.0842
C  0.417  -0.960  -1.378  -0.4995
O  0.342  -1.014  -2.761  0.0617
C  1.412  0.033  -0.854  -0.1440
C  1.665  1.257  -1.734  -0.2425
C  0.418  2.107  -2.048  -0.2251
B  -0.689  2.332  -0.838  -0.5126
C  -2.158  2.744  -1.465  -0.2418
C  -2.834  1.617  -2.257  -0.2369
C  -3.367  0.473  -1.401  -0.2760
O  -4.015  0.964  -0.221  -0.0882
H  0.541  -1.918  -3.030  0.1058
H  2.346  -0.540  -0.750  0.1234
H  1.091  0.311  0.147  0.1033
H  2.421  1.871  -1.230  0.1002
H  2.131  0.907  -2.664  0.0910
H  -0.042  1.701  -2.961  0.0657
H  0.789  3.103  -2.330  0.0721
H  -0.841  1.318  -0.146  0.0544
H  -0.299  3.260  -0.110  0.0408
H  -2.067  3.622  -2.124  0.0738
H  -2.832  3.047  -0.657  0.0653
H  -3.648  1.982  -2.900  0.0911
H  -2.097  1.162  -2.932  0.0896
H  -2.547  -0.201  -1.132  0.0930
H  -4.097  -0.108  -1.987  0.0997
H  -4.179  0.209  0.349  0.0693
C  1.233  -1.780  3.977  -0.1710
C  1.438  -3.135  3.302  -0.1728
C  1.798  -2.711  1.882  -0.2006
O  2.488  -1.466  2.008  -0.1493
C  2.324  -0.941  3.320  -0.2084
H  1.322  -1.809  5.063  0.1049
H  0.250  -1.381  3.721  0.1169
H  2.270  -3.669  3.769  0.1066
H  0.558  -3.776  3.334  0.1077
H  0.906  -2.561  1.269  0.1014
H  2.455  -3.422  1.376  0.1156
H  3.272  -1.025  3.866  0.1112
H  2.060  0.115  3.243  0.1199

***

3.
Density functional theory data (ωB97M-V/def2-TZVPD) for an isolated ion of composition C27H27F2N2S and charge +1 in a non-equilibrium geometry.

The highest occupied orbital energy is -11.39 eV. As for the net charge: +1. The HOMO-LUMO gap is 8.69 eV. The value obtained for the calculated total energy is -47679.6765 eV. The value obtained for the lowest unoccupied orbital energy is -2.698 eV.

Last column: Löwdin charge in e.
Positions of all 59 atoms, in Å:
F  3.855  1.519  5.069  0.0395
C  3.105  1.622  3.904  -0.2378
C  1.926  2.364  3.893  0.0071
C  1.201  2.421  2.676  -0.0269
C  1.509  1.540  1.567  -0.1775
C  0.445  1.147  0.414  -0.0724
C  0.885  2.075  -0.771  -0.2823
C  0.049  3.149  -1.232  -0.0201
C  0.290  3.790  -2.453  0.0072
C  1.460  3.482  -3.136  -0.2418
F  1.726  4.078  -4.347  0.0550
C  2.433  2.644  -2.603  -0.0093
C  2.150  1.991  -1.407  -0.1104
C  2.840  1.113  1.570  -0.0391
C  3.630  1.106  2.731  0.0090
H  1.604  2.892  4.802  0.1332
H  0.269  2.995  2.682  0.1212
H  -0.463  1.735  0.759  0.1145
H  -0.867  3.398  -0.688  0.1231
H  -0.388  4.561  -2.834  0.1344
H  3.394  2.492  -3.096  0.1340
H  2.895  1.289  -1.027  0.1023
H  3.254  0.689  0.655  0.0987
H  4.667  0.751  2.703  0.1321
C  -2.391  -1.673  3.287  -0.0503
C  -1.617  -0.648  2.445  -0.5482
C  -2.577  0.447  1.988  -0.0193
C  -0.457  -0.201  3.286  -0.0458
C  -0.942  -1.256  1.170  -0.2050
C  -1.978  -2.146  0.573  -0.1445
C  -1.478  -2.910  -0.603  -0.1073
N  -0.780  -1.959  -1.462  -0.0108
C  -0.639  -2.273  -2.820  -0.2328
C  -0.045  -1.239  -3.521  -0.4141
C  0.232  -1.348  -4.882  -0.0611
C  -0.146  -2.510  -5.569  -0.0502
C  -0.792  -3.562  -4.865  -0.0410
C  -1.027  -3.436  -3.482  -0.0015
S  0.303  0.106  -2.458  1.2525
C  -0.315  -0.740  -1.071  -0.3781
N  -0.271  -0.284  0.216  0.0798
H  -1.775  -2.543  3.543  0.1009
H  -2.676  -1.193  4.227  0.1008
H  -3.323  -2.011  2.822  0.0853
H  -2.173  1.026  1.153  0.0677
H  -3.530  0.013  1.656  0.0904
H  -2.781  1.128  2.820  0.1004
H  0.221  0.341  2.642  0.0332
H  -0.796  0.438  4.099  0.1037
H  0.090  -1.051  3.714  0.1106
H  -0.127  -1.923  1.492  0.1686
H  -2.310  -2.900  1.291  0.1275
H  -2.881  -1.596  0.300  0.1405
H  -0.795  -3.722  -0.300  0.1534
H  -2.303  -3.374  -1.178  0.1396
H  0.752  -0.517  -5.359  0.1180
H  0.058  -2.610  -6.633  0.1135
H  -1.087  -4.458  -5.413  0.1148
H  -1.510  -4.261  -2.942  0.1157

***

4.
Density functional theory data (ωB97M-V/def2-TZVPD) for C34H47CeClN6OS6Sb as an isolated structure in a non-equilibrium geometry.

The highest occupied orbital energy (alpha / beta) is -6.34 / -6.35 eV. As for the net charge: 0. Its expectation value of S² is 0.751. As for the spin multiplicity: 2. The HOMO-LUMO gap (alpha / beta) is 6.28 / 6.29 eV. The value obtained for the calculated total energy is -144013.1946 eV. The value obtained for the lowest unoccupied orbital energy (alpha / beta) is -0.055 / -0.055 eV.

Last column: Löwdin spin population.
Positions of all 97 atoms, in Å:
Ce  -1.162  0.151  -1.549  1.0176
C  -1.847  -2.969  -3.042  0.0002
C  -0.779  -2.539  -4.055  -0.0001
N  -0.265  -1.210  -3.731  -0.0016
C  1.140  -1.004  -4.050  0.0000
C  2.100  -1.765  -3.119  0.0001
S  1.560  -1.982  -1.388  -0.0003
C  0.844  -3.662  -1.440  0.0000
C  -0.620  -3.701  -1.011  0.0000
N  -1.460  -2.693  -1.653  -0.0009
H  -2.079  -4.032  -3.190  0.0000
H  -2.750  -2.388  -3.239  0.0001
H  -1.225  -2.569  -5.053  0.0000
H  0.048  -3.249  -4.059  0.0000
H  -0.834  -0.509  -4.214  0.0002
H  1.323  0.063  -3.968  0.0000
H  1.382  -1.295  -5.081  0.0000
H  3.047  -1.229  -3.061  0.0000
H  2.312  -2.766  -3.493  0.0000
H  1.426  -4.283  -0.761  0.0000
H  0.978  -4.050  -2.447  0.0000
H  -0.668  -3.518  0.064  0.0000
H  -0.999  -4.715  -1.194  0.0000
H  -2.310  -2.620  -1.107  0.0000
S  -2.073  1.528  0.534  -0.0072
Sb  -1.629  3.504  -0.878  0.0005
S  -0.909  2.324  -3.213  -0.0047
S  -2.496  1.105  -3.762  -0.0013
S  0.444  4.145  -0.202  0.0007
N  -3.584  -0.675  -1.248  -0.0015
S  -4.560  0.587  -1.041  0.0000
C  -5.971  0.226  -2.131  0.0001
C  -7.273  0.594  -1.816  0.0000
C  -8.297  0.316  -2.710  0.0000
C  -8.022  -0.309  -3.918  0.0000
C  -6.714  -0.645  -4.241  0.0000
C  -5.686  -0.377  -3.349  0.0000
C  -5.403  0.305  0.537  0.0000
C  -6.017  -0.915  0.788  0.0000
C  -6.579  -1.156  2.030  0.0000
C  -6.525  -0.178  3.018  0.0000
C  -5.917  1.040  2.758  0.0000
C  -5.350  1.286  1.513  -0.0001
H  -4.149  -1.519  -1.206  0.0001
H  -7.494  1.092  -0.881  0.0000
H  -9.314  0.585  -2.458  0.0000
H  -8.825  -0.529  -4.609  0.0000
H  -6.492  -1.111  -5.193  0.0000
H  -4.662  -0.625  -3.594  0.0000
H  -6.070  -1.674  0.016  0.0000
H  -7.064  -2.104  2.226  0.0000
H  -6.954  -0.372  3.992  0.0000
H  -5.870  1.800  3.526  0.0000
H  -4.855  2.226  1.311  -0.0001
C  6.789  -0.507  2.484  0.0000
C  6.181  0.673  1.712  0.0000
C  6.991  0.851  0.417  0.0000
C  6.377  1.948  2.551  0.0000
C  4.670  0.421  1.355  0.0000
O  4.583  -0.402  0.187  0.0000
C  3.876  -0.336  2.445  0.0000
C  3.624  0.257  3.845  0.0000
C  2.476  1.218  4.039  0.0000
C  2.686  2.540  4.415  0.0000
C  1.624  3.391  4.686  0.0000
C  0.329  2.912  4.586  0.0000
Cl  -1.007  3.948  4.958  0.0000
C  0.090  1.601  4.205  0.0000
C  1.162  0.767  3.936  0.0000
C  4.035  1.764  0.926  0.0000
N  2.983  1.599  -0.061  0.0001
C  1.753  1.113  0.047  0.0003
N  1.183  1.059  -1.145  -0.0018
C  2.135  1.594  -1.961  0.0001
N  3.239  1.923  -1.346  -0.0001
H  7.870  -0.370  2.549  0.0000
H  6.614  -1.463  1.983  0.0000
H  6.400  -0.572  3.502  0.0000
H  7.987  1.223  0.667  0.0000
H  6.523  1.562  -0.265  0.0000
H  7.110  -0.090  -0.121  0.0000
H  7.414  1.994  2.889  0.0000
H  5.743  1.973  3.436  0.0000
H  6.183  2.849  1.968  0.0000
H  5.006  -1.247  0.376  0.0000
H  4.412  -1.271  2.608  0.0000
H  2.925  -0.621  1.987  0.0000
H  4.538  0.708  4.230  0.0000
H  3.418  -0.600  4.492  0.0000
H  3.699  2.913  4.525  0.0000
H  1.797  4.417  4.981  0.0000
H  -0.926  1.242  4.119  0.0000
H  0.968  -0.267  3.668  0.0000
H  4.778  2.363  0.411  0.0000
H  3.652  2.322  1.777  0.0000
H  1.275  0.864  0.981  0.0000
H  1.982  1.798  -3.006  0.0000